[1]
Computed, not measured: the molecule C10H11BO in a non-equilibrium geometry, with the ωB97M-V functional and the def2-TZVPD basis.

energy relative to the best compared isomer or geometry (same formula, charge and spin): 10.2 kcal per mole
E_HOMO: -8.30 eV
frontier orbital gap: 8.8 eV
structure (SMILES): OB(C1C=CC=C1)C1C=CC=C1

```
! RIJCOSX wB97M-V def2-TZVPD def2/J DEFGRID3
* xyz 0 1
B -0.0934 -0.9776 -0.1101
C -2.6338 1.2224 0.1484
C -3.3822 0.0528 0.2469
C 2.2260 -0.5661 -1.2594
C 3.0704 0.4797 -1.2097
C -1.3599 1.0247 0.5324
C -2.5748 -0.8996 0.7186
C 1.4911 -0.6904 0.0164
C 3.0091 1.1080 0.0532
C -1.1423 -0.4047 0.9139
C 1.9832 0.5767 0.7450
O -0.4822 -1.6000 -1.2257
H -3.1056 2.1955 -0.0953
H -4.4870 0.2465 0.2026
H 2.0358 -1.3250 -2.0015
H 3.7260 0.7206 -2.0777
H -0.5278 1.7189 0.2005
H -2.8450 -1.8804 0.8732
H 2.0385 -1.5734 0.5922
H 3.5035 2.0555 0.3591
H -0.9542 -0.1838 1.9685
H 1.8601 0.7522 1.8270
H -1.3555 -2.0523 -1.4185
*
```


[2]
Computed, not measured: a structure of composition C10H11Cl3GeN2O8PtSi in a non-equilibrium geometry, with the ωB97M-V functional and the def2-TZVPD basis.

⟨S²⟩: 3.764
E_HOMO (spin up / spin down): -6.45 / -6.63 eV
frontier orbital gap (spin up / spin down): 8.2 / 5.7 eV

```
! RIJCOSX wB97M-V def2-TZVPD def2/J DEFGRID3
* xyz -1 4
Pt 0.8155 -1.6967 -1.1029
O 0.2349 -0.6580 2.5666
C 0.9071 -0.4410 1.5714
O 1.5332 -1.3487 0.9139
C 1.0550 0.9992 1.0989
C 1.0286 1.9733 2.0648
C 1.0730 3.3309 1.7234
C 1.0902 3.6978 0.3868
C 1.1040 2.7331 -0.6012
C 1.1449 1.3249 -0.2997
O 1.2446 0.4829 -1.2354
N 1.0536 3.1749 -1.9649
O 0.8698 2.3691 -2.8485
O 1.1683 4.3743 -2.1584
N 1.0560 4.3379 2.7311
O 1.0269 5.5025 2.3740
O 1.0707 3.9894 3.8967
H 0.9541 1.6703 3.0990
H 1.0817 4.7434 0.1096
Cl 4.7703 -2.0986 -0.0162
Ge 3.2647 -2.0316 -1.5950
Cl 4.1459 -0.5371 -2.9376
Cl 3.7322 -3.9154 -2.6587
C -1.8059 -3.1804 1.0434
Si -2.1041 -2.3751 -0.6711
C -2.4025 -0.4834 -0.4610
C -3.6865 -3.1269 -1.4625
O -0.8759 -2.6511 -1.6566
H -2.7022 -3.2328 1.6530
H -1.0636 -2.6187 1.6043
H -1.4270 -4.1898 0.9188
H -3.3014 -0.2754 0.1099
H -2.4893 0.0152 -1.4219
H -1.5676 -0.0334 0.0702
H -4.5104 -3.0595 -0.7613
H -3.5293 -4.1676 -1.7152
H -3.9592 -2.5971 -2.3674
*
```


[3]
Computed, not measured: a structure of composition C10H11ClN2O4STc, with the ωB97M-V functional and the def2-TZVPD basis.

energy relative to the best compared isomer or geometry (same formula, charge and spin): 0.0 kcal per mole
⟨S²⟩: 0.755
E_HOMO (spin up / spin down): -15.25 / -15.24 eV
frontier orbital gap (spin up / spin down): 6.7 / 6.7 eV

```
! RIJCOSX wB97M-V def2-TZVPD def2/J DEFGRID3
* xyz 2 2
Tc -0.1078 -0.2165 -0.2041
Cl 6.9531 -0.6951 -1.4253
C 5.3493 -0.5198 -0.8522
C 5.0787 -0.6806 0.5117
C 3.7933 -0.5603 1.0154
C 2.7602 -0.2806 0.1401
O 1.5044 -0.1158 0.6546
C 3.0075 -0.1015 -1.2414
C 1.9838 0.2132 -2.1651
O 0.7507 0.2891 -1.8971
C 4.3282 -0.2181 -1.7247
H 5.8977 -0.8993 1.1846
H 3.5988 -0.6743 2.0720
H 2.2401 0.4192 -3.2049
H 4.5351 -0.0762 -2.7775
N -3.5011 1.1615 0.8426
C -2.2962 1.4351 1.2810
N -2.0063 1.4897 2.5629
S -1.0517 1.8382 0.0647
H -4.2815 0.9866 1.4627
H -3.6796 1.1531 -0.1506
H -2.7000 1.3361 3.2838
H -1.0842 1.7729 2.8572
C -1.1607 -3.4678 -1.5630
C -1.9851 -2.7535 -0.5558
O -2.9364 -3.0509 0.0504
O -1.4735 -1.3728 -0.3012
H -1.6476 -4.4082 -1.8078
H -0.1746 -3.6778 -1.1439
H -1.0452 -2.8592 -2.4592
*
```


[4]
Computed, not measured: the molecule C10H11ClOS in a non-equilibrium geometry, with the ωB97M-V functional and the def2-TZVPD basis.

energy relative to the best compared isomer or geometry (same formula, charge and spin): 48.4 kcal per mole
E_HOMO: -8.35 eV
frontier orbital gap: 8.0 eV

```
! RIJCOSX wB97M-V def2-TZVPD def2/J DEFGRID3
* xyz 0 1
C -3.4374 1.7071 -3.1656
C -2.9706 1.9727 -4.4031
C -2.6376 1.2019 -2.1503
C -1.6614 1.7654 -4.6265
C -1.2641 1.0111 -2.4423
C -0.8012 1.3886 -3.6115
C 1.6305 -0.3523 -0.0015
C 1.1485 -0.9854 1.0402
C 1.4422 -1.1439 3.3885
C 1.7727 -1.7149 2.0843
O -0.7200 1.2167 0.2901
S 0.1678 1.0162 -0.8796
Cl 0.9002 1.1360 -3.9189
H -4.4116 2.0972 -2.8874
H -3.6227 2.5331 -5.0900
H -2.7747 1.1744 -1.0883
H -1.2768 2.1816 -5.6629
H 2.6089 -0.2770 -0.4646
H 0.0581 -0.8366 1.1713
H 2.2444 -1.3176 4.1187
H 0.5375 -1.6753 3.7099
H 1.2655 -0.1394 3.2945
H 1.4240 -2.7131 1.8838
H 2.8387 -1.6641 1.9720
*
```